[1]
C24H27NOReSi as an isolated structure in a non-equilibrium geometry, computed with ωB97M-V/def2-TZVPD.

The geometry in ORCA input format:
```
! wB97M-V def2-TZVPD RIJCOSX def2/J DEFGRID3
* xyz 2 4
C 0.787 2.273 2.690
C 0.949 2.544 1.294
C -0.347 2.838 0.726
H 1.851 2.470 0.712
C -1.313 2.732 1.789
C -0.611 2.424 3.000
H -1.067 2.372 3.979
H 1.584 2.058 3.387
H -0.535 3.133 -0.283
H -2.382 2.915 1.669
Re -0.322 0.916 1.504
C -0.386 -3.596 0.086
H -1.227 -2.914 0.154
H -0.069 -3.792 1.122
H 0.400 -3.025 -0.439
Si 0.281 0.456 -0.964
C 1.783 0.026 -2.321
C 2.815 0.780 -2.932
H 3.070 1.767 -2.569
C 3.534 0.279 -4.045
H 4.283 0.886 -4.571
C 3.303 -1.012 -4.542
H 3.831 -1.405 -5.426
C 2.281 -1.753 -3.925
H 2.073 -2.763 -4.293
C 1.524 -1.220 -2.867
H 0.697 -1.795 -2.485
C -0.898 1.116 -2.404
C -0.703 1.234 -3.786
H 0.307 1.198 -4.187
C -1.775 1.453 -4.674
H -1.606 1.412 -5.743
C -3.060 1.688 -4.203
H -3.901 1.828 -4.898
C -3.227 1.705 -2.823
H -4.226 1.866 -2.436
C -2.159 1.479 -1.942
H -2.338 1.590 -0.871
H 0.903 1.766 -1.250
H -0.686 -4.450 -0.431
O -1.883 -0.572 1.954
C -2.037 -1.212 3.267
C -0.668 -1.406 3.813
C -0.404 -2.231 4.910
C 0.882 -2.312 5.396
C 1.855 -1.576 4.729
C 1.521 -0.814 3.600
N 0.257 -0.693 3.142
H -2.759 -0.395 1.556
H -2.647 -0.569 3.917
H -2.563 -2.163 3.151
H -1.256 -2.765 5.345
H 1.118 -2.934 6.270
H 2.886 -1.586 5.073
H 2.278 -0.248 3.075
*
```

Computed properties:
⟨S²⟩	3.78
molar mass	559.78	g/mol
energy relative to the best compared isomer or geometry (same formula, charge and spin)	15.8	kcal/mol
energy	-1427.73355	Ha
LUMO level (alpha / beta)	-6.0 / -9.3	eV
HOMO level (alpha / beta)	-13.91 / -13.90	eV

The molecule's Löwdin atomic charges, reported in e, are given here:
1. C -0.17
2. C -0.23
3. C -0.27
4. H 0.12
5. C -0.20
6. C -0.16
7. H 0.14
8. H 0.13
9. H 0.10
10. H 0.14
11. Re 1.32
12. C -0.02
13. H 0.00
14. H 0.03
15. H 0.01
16. Si 0.79
17. C -0.31
18. C -0.10
19. H 0.10
20. C -0.07
21. H 0.12
22. C -0.06
23. H 0.12
24. C -0.06
25. H 0.11
26. C -0.17
27. H 0.07
28. C -0.26
29. C -0.01
30. H 0.12
31. C -0.01
32. H 0.13
33. C 0.00
34. H 0.14
35. C -0.03
36. H 0.12
37. C -0.11
38. H 0.08
39. H 0.03
40. H 0.01
41. O -0.22
42. C -0.09
43. C -0.24
44. C 0.02
45. C -0.01
46. C -0.01
47. C -0.09
48. N 0.00
49. H 0.14
50. H 0.15
51. H 0.15
52. H 0.14
53. H 0.14
54. H 0.13
55. H 0.11

[2]
C13H29Cl2NPRhSe4 as an isolated structure, computed with ωB97M-V/def2-TZVPD.

The geometry in ORCA input format:
```
! wB97M-V def2-TZVPD RIJCOSX def2/J DEFGRID3
* xyz 0 1
Rh 0.260 -2.151 2.241
Se 1.764 -3.714 1.307
Se 3.598 -3.178 2.649
Se 2.665 -3.841 4.666
Se 0.564 -2.803 4.422
Cl -2.950 -2.740 2.426
C -4.411 -1.745 2.401
Cl -5.636 -2.370 1.288
H -4.135 -0.750 2.069
H -4.832 -1.727 3.398
C -1.702 1.684 1.158
C -1.306 1.211 -0.252
C -2.435 0.272 -0.708
C -1.244 2.424 -1.186
P 0.286 0.204 -0.150
N 0.072 -0.738 1.111
C 0.499 -0.816 -1.718
C 1.931 -1.367 -1.795
C -0.424 -2.043 -1.665
C 0.221 -0.022 -3.001
C 1.771 1.316 0.146
C 1.420 2.309 1.264
C 2.246 2.108 -1.077
C 2.922 0.451 0.695
H -2.747 2.005 1.120
H -1.119 2.532 1.504
H -1.613 0.877 1.884
H -3.383 0.804 -0.595
H -2.472 -0.629 -0.091
H -2.355 -0.021 -1.752
H -2.238 2.878 -1.222
H -0.965 2.166 -2.206
H -0.557 3.186 -0.823
H 2.207 -1.903 -0.888
H 2.670 -0.598 -2.005
H 1.963 -2.080 -2.623
H -0.260 -2.621 -0.758
H -0.181 -2.676 -2.521
H -1.481 -1.796 -1.727
H 0.835 0.874 -3.081
H -0.823 0.262 -3.106
H 0.468 -0.664 -3.851
H 0.727 3.081 0.935
H 2.342 2.809 1.569
H 1.008 1.804 2.138
H 1.462 2.729 -1.507
H 2.649 1.470 -1.860
H 3.053 2.774 -0.757
H 2.586 -0.196 1.505
H 3.685 1.124 1.093
H 3.394 -0.165 -0.063
*
```

Computed properties:
molar mass	720.01	g/mol
energy relative to the best compared isomer or geometry (same formula, charge and spin)	8.0	kcal/mol
energy	-11545.49028	Ha
LUMO level (alpha / beta)	-1.5 / -1.2	eV
HOMO level (alpha / beta)	-7.21 / -7.25	eV

The molecule's natural (NBO) atomic charges, reported in e, are given here:
1. Rh 0.48
2. Se -0.17
3. Se -0.04
4. Se -0.05
5. Se -0.10
6. Cl -0.01
7. C -0.39
8. Cl -0.03
9. H 0.22
10. H 0.22
11. C -0.62
12. C -0.35
13. C -0.62
14. C -0.62
15. P 1.88
16. N -1.28
17. C -0.36
18. C -0.62
19. C -0.62
20. C -0.62
21. C -0.36
22. C -0.61
23. C -0.61
24. C -0.62
25. H 0.21
26. H 0.21
27. H 0.24
28. H 0.21
29. H 0.23
30. H 0.21
31. H 0.22
32. H 0.22
33. H 0.21
34. H 0.25
35. H 0.20
36. H 0.22
37. H 0.23
38. H 0.21
39. H 0.22
40. H 0.21
41. H 0.21
42. H 0.22
43. H 0.20
44. H 0.22
45. H 0.23
46. H 0.21
47. H 0.21
48. H 0.22
49. H 0.24
50. H 0.21
51. H 0.22

[3]
An isolated ion of composition C2H8NO and charge +1 in a non-equilibrium geometry, computed with ωB97M-V/def2-TZVPD.

The geometry in ORCA input format:
```
! wB97M-V def2-TZVPD RIJCOSX def2/J DEFGRID3
* xyz 1 1
C 1.207 0.816 0.056
N 0.438 -0.473 -0.314
C -0.975 -0.469 0.227
O -1.556 0.640 -0.189
H 2.254 0.746 -0.382
H 0.447 1.586 -0.130
H 1.450 0.900 1.200
H 0.920 -1.306 0.070
H 0.673 -0.800 -1.278
H -1.525 -1.450 -0.211
H -0.878 -0.628 1.323
H -2.454 0.439 -0.371
*
```

Computed properties:
molar mass	62.09	g/mol
energy relative to the best compared isomer or geometry (same formula, charge and spin)	38.8	kcal/mol
energy	-210.69127	Ha
LUMO level	-3.7	eV
HOMO level	-16.24	eV
SMILES	C[NH2+]CO

The molecule's natural (NBO) atomic charges, reported in e, are given here:
1. C -0.45
2. N -0.55
3. C 0.11
4. O -0.68
5. H 0.26
6. H 0.27
7. H 0.25
8. H 0.43
9. H 0.45
10. H 0.20
11. H 0.20
12. H 0.51

[4]
A single C4H10ClN3 molecule in a non-equilibrium geometry, computed with ωB97M-V/def2-TZVPD.

The geometry in ORCA input format:
```
! wB97M-V def2-TZVPD RIJCOSX def2/J DEFGRID3
* xyz 0 1
C -1.415 1.563 0.263
C -0.393 0.078 -0.207
N -0.760 -0.639 -1.255
N -1.652 -0.213 -2.239
C 0.614 -0.408 0.740
C 2.012 -0.392 0.138
N 0.572 0.214 1.973
Cl 0.246 -2.340 0.960
H -1.773 2.036 -0.634
H -0.810 2.180 0.902
H -0.532 -1.630 -1.294
H -1.453 0.760 -2.464
H -2.609 -0.234 -1.880
H 2.032 -0.920 -0.812
H 2.308 0.643 -0.023
H 2.716 -0.863 0.819
H -0.353 0.289 2.371
H 1.249 -0.126 2.642
*
```

Computed properties:
molar mass	135.60	g/mol
energy relative to the best compared isomer or geometry (same formula, charge and spin)	84.2	kcal/mol
energy	-782.72722	Ha
LUMO level (alpha / beta)	0.2 / 0.2	eV
HOMO level (alpha / beta)	-7.60 / -7.60	eV
SMILES	C=C(NN)[C@@](C)(N)Cl

The molecule's natural (NBO) atomic charges, reported in e, are given here:
1. C -0.64
2. C 0.28
3. N -0.41
4. N -0.63
5. C 0.17
6. C -0.62
7. N -0.80
8. Cl -0.28
9. H 0.16
10. H 0.18
11. H 0.41
12. H 0.36
13. H 0.36
14. H 0.23
15. H 0.23
16. H 0.23
17. H 0.40
18. H 0.38

[5]
A 7-piece molecular cluster, C22H37Cl12N2O2 overall in a non-equilibrium geometry, computed with ωB97M-V/def2-TZVPD.

The geometry in ORCA input format:
```
! wB97M-V def2-TZVPD RIJCOSX def2/J DEFGRID3
* xyz 1 1
C 2.976 -1.717 -1.005
C 2.202 -0.428 -0.951
N 2.495 0.484 -0.117
C 1.008 -0.273 -1.923
N -0.105 -1.075 -1.334
C -0.839 -0.540 -0.368
C -1.841 -1.270 0.209
C -2.059 -2.569 -0.208
C -3.143 -3.434 0.389
O -4.281 -3.312 0.006
O -2.848 -4.301 1.377
C -1.272 -3.093 -1.232
C -1.436 -4.518 -1.750
C -0.286 -2.321 -1.787
H 3.691 -1.747 -0.186
H 3.468 -1.843 -1.973
H 2.299 -2.573 -0.867
H 1.833 1.252 -0.256
H 0.716 0.774 -2.058
H 1.258 -0.722 -2.886
H -0.607 0.472 -0.058
H -2.458 -0.874 1.001
H -1.881 -4.333 1.507
H -1.496 -5.166 -0.872
H -0.556 -4.769 -2.346
H -2.321 -4.589 -2.385
H 0.344 -2.727 -2.567
Cl 0.387 -4.309 2.178
C 0.260 -3.427 3.731
C -0.845 -2.407 3.700
Cl -0.468 -1.055 2.595
H 1.225 -2.971 3.940
H 0.057 -4.168 4.503
H -0.990 -1.978 4.689
H -1.787 -2.851 3.381
Cl -8.382 0.439 2.563
C -7.771 -0.826 1.464
C -6.391 -1.293 1.848
Cl -5.162 -0.024 1.574
H -7.789 -0.429 0.451
H -8.470 -1.659 1.519
H -6.107 -2.148 1.236
H -6.343 -1.589 2.893
Cl 7.670 1.858 -0.917
C 6.771 0.863 0.253
C 7.010 -0.610 0.045
Cl 6.285 -1.202 -1.477
H 5.716 1.114 0.167
H 7.114 1.154 1.245
H 6.551 -1.174 0.856
H 8.072 -0.845 0.023
Cl 9.889 1.653 1.546
C 9.821 3.432 1.557
C 9.252 3.968 2.845
Cl 7.516 3.590 3.017
H 9.233 3.749 0.698
H 10.841 3.790 1.426
H 9.344 5.052 2.865
H 9.771 3.563 3.710
Cl 2.317 3.388 -3.729
C 0.940 3.430 -4.862
C -0.296 4.019 -4.231
Cl -0.962 2.955 -2.962
H 0.763 2.416 -5.212
H 1.244 4.038 -5.712
H -1.073 4.142 -4.984
H -0.098 4.989 -3.783
Cl -8.138 1.793 -1.569
C -8.238 2.779 -0.083
C -9.305 3.839 -0.172
Cl -8.891 5.113 -1.349
H -7.257 3.214 0.096
H -8.462 2.093 0.732
H -9.418 4.326 0.796
H -10.264 3.416 -0.458
*
```

Computed properties:
molar mass	786.99	g/mol
energy	-6642.58752	Ha
LUMO level	-4.0	eV
HOMO level	-11.92	eV

The molecule's Löwdin atomic charges, reported in e, are given here:
1. C -0.06
2. C -0.39
3. N 0.18
4. C -0.04
5. N -0.02
6. C -0.04
7. C -0.06
8. C -0.06
9. C -0.47
10. O 0.15
11. O 0.12
12. C -0.15
13. C 0.02
14. C 0.02
15. H 0.07
16. H 0.07
17. H 0.07
18. H 0.06
19. H 0.09
20. H 0.13
21. H 0.15
22. H 0.07
23. H 0.02
24. H 0.09
25. H 0.09
26. H 0.11
27. H 0.15
28. Cl 0.61
29. C -0.60
30. C -0.59
31. Cl 0.68
32. H 0.08
33. H 0.09
34. H 0.09
35. H 0.06
36. Cl 0.58
37. C -0.63
38. C -0.64
39. Cl 0.55
40. H 0.04
41. H 0.08
42. H 0.05
43. H 0.07
44. Cl 0.55
45. C -0.68
46. C -0.64
47. Cl 0.56
48. H 0.06
49. H 0.02
50. H 0.07
51. H 0.07
52. Cl 0.55
53. C -0.65
54. C -0.65
55. Cl 0.54
56. H 0.04
57. H 0.08
58. H 0.07
59. H 0.07
60. Cl 0.54
61. C -0.66
62. C -0.64
63. Cl 0.53
64. H 0.07
65. H 0.08
66. H 0.08
67. H 0.07
68. Cl 0.53
69. C -0.67
70. C -0.66
71. Cl 0.54
72. H 0.07
73. H -0.01
74. H 0.07
75. H 0.07

[6]
BaH16O9 as an isolated structure in a non-equilibrium geometry, computed with ωB97M-V/def2-TZVPD.

The geometry in ORCA input format:
```
! wB97M-V def2-TZVPD RIJCOSX def2/J DEFGRID3
* xyz 0 1
Ba -0.011 -0.111 0.144
O -2.157 -1.918 -0.556
H -2.613 -2.122 -1.395
O -2.180 -0.071 1.795
H -2.400 0.167 2.717
O 2.627 -0.871 0.479
H 3.230 -1.590 0.667
H 3.181 -0.186 0.104
O 0.453 -1.017 -2.372
H 0.087 -0.686 -3.192
H 0.303 -1.962 -2.407
O -1.128 2.320 0.906
H -1.734 3.015 0.653
H -1.673 1.684 1.371
O 1.566 1.660 -1.292
H 1.233 2.145 -2.047
H 2.436 1.365 -1.561
O -1.811 1.025 -1.795
H -1.363 1.507 -2.491
H -2.703 1.372 -1.798
O 0.177 -2.614 1.186
H 0.555 -3.353 1.663
H -0.737 -2.860 1.045
O 1.349 0.870 2.435
H 2.292 0.815 2.589
H 1.020 1.414 3.151
*
```

Computed properties:
molar mass	297.45	g/mol
energy relative to the best compared isomer or geometry (same formula, charge and spin)	0.0	kcal/mol
energy	-712.26049	Ha
LUMO level	-0.8	eV
HOMO level	-5.92	eV

The molecule's Löwdin atomic charges, reported in e, are given here:
1. Ba 2.09
2. O -0.59
3. H -0.14
4. O -0.60
5. H -0.10
6. O -0.15
7. H 0.06
8. H 0.04
9. O -0.19
10. H 0.04
11. H 0.05
12. O -0.20
13. H 0.04
14. H -0.07
15. O -0.14
16. H 0.05
17. H 0.04
18. O -0.13
19. H 0.03
20. H 0.06
21. O -0.20
22. H 0.04
23. H 0.01
24. O -0.14
25. H 0.03
26. H 0.06